Entry 1:
# C35H32Br2N4O3PRu

A molecular structure, C35H32Br2N4O3PRu in a non-equilibrium geometry (ωB97M-V/def2-TZVPD, the OMol25 dataset).

Geometry (Å):
Ru -0.28382 -0.51176 -1.17559
C -3.86412 -0.38336 -1.96099
C -3.27202 0.96664 -1.71489
C -3.95312 2.14554 -2.04379
C -3.31602 3.36694 -1.93039
C -2.00142 3.46544 -1.46099
C -1.24482 4.63854 -1.42879
Br -2.18062 6.28194 -1.83669
C 0.10288 4.85484 -1.15469
C 1.12648 3.94024 -0.96089
Br 2.86538 4.61064 -0.58539
C 1.08978 2.52644 -0.96119
O 2.04118 1.77254 -0.77299
C -1.42502 2.21144 -0.83419
N -2.07102 0.97604 -1.17429
H -4.82732 -0.31526 -2.45649
H -3.97502 -0.90626 -1.01069
H -3.18012 -0.96786 -2.57959
H -4.94882 2.08824 -2.44869
H -3.82792 4.25804 -2.25709
H 0.41438 5.89194 -1.13249
N 2.62418 -1.02276 -0.39219
P 1.33018 -0.50656 0.64031
C 2.38008 -0.23846 2.12401
C 3.19888 -1.28706 2.54071
C 3.89958 -1.19216 3.72401
C 3.78258 -0.05536 4.51041
C 2.98748 0.99724 4.08971
C 2.28818 0.90584 2.89771
C 0.69568 -2.12686 1.17821
C 0.13868 -2.30216 2.41841
C -0.40922 -3.52676 2.80021
C -0.36202 -4.61156 1.90801
C 0.10338 -4.46856 0.64051
C 0.54808 -3.15416 0.10181
C 2.60228 -0.82516 -1.73989
C 3.78178 -0.89836 -2.49329
C 3.72518 -0.73556 -3.85909
C 2.49188 -0.47976 -4.45789
C 1.37178 -0.42946 -3.65689
N 1.41228 -0.62146 -2.33249
H 3.54888 -0.95846 0.01811
H 3.25628 -2.18826 1.94471
H 4.52478 -2.01396 4.04401
H 4.30628 0.00234 5.45191
H 2.90248 1.88554 4.69861
H 1.65928 1.71984 2.57321
H 0.18098 -1.49336 3.13661
H -0.84212 -3.64986 3.78031
H -0.69192 -5.58346 2.25281
H 0.14328 -5.31606 -0.02929
H 1.50058 -3.27606 -0.43759
H 4.71828 -1.07836 -1.98719
H 4.62368 -0.79616 -4.45329
H 2.41138 -0.32196 -5.52149
H 0.38988 -0.21956 -4.07289
O -0.10012 1.90424 -1.27539
N -1.53282 2.38144 0.63171
C -0.50532 2.79964 1.46211
C -0.72072 3.15244 2.75791
C -1.99472 3.05834 3.33071
C -3.02452 2.57744 2.50501
C -2.79892 2.27294 1.20251
H 0.48158 2.80784 1.04131
H 0.11228 3.51234 3.34461
H -2.17582 3.32324 4.35731
H -4.01992 2.44824 2.90081
H -3.58792 1.92374 0.55871
C -2.61352 -3.42596 -0.34019
O -1.71582 -2.33666 -0.51779
C -0.41602 -2.55476 -0.99039
C -0.34232 -3.31276 -2.31029
H -2.49712 -3.85526 0.65611
H -2.45812 -4.20016 -1.09359
H -3.62772 -3.03586 -0.43949
H -0.65942 -4.35336 -2.22009
H 0.68368 -3.31426 -2.67529
H -0.97882 -2.81696 -3.04599

Forces on the atoms, in the same order (eV/Å):
Ru 0.98 0.90 0.29
C 0.08 0.01 0.01
C -1.32 1.03 -0.69
C -0.39 -1.83 0.27
C 1.98 0.55 0.51
C -2.10 -1.56 -0.34
C 2.32 2.03 0.55
Br -0.02 -0.13 0.09
C -2.30 0.43 -0.62
C 0.84 -2.11 0.38
Br 0.06 0.26 0.10
C 0.87 2.08 -0.39
O 0.25 -0.55 0.40
C -1.04 -0.28 -2.68
N 1.04 0.04 1.01
H -0.07 0.03 -0.04
H -0.02 -0.09 -0.03
H -0.05 -0.11 0.00
H -0.14 -0.08 -0.07
H 0.11 0.11 -0.09
H -0.07 -0.04 -0.05
N 0.56 0.54 0.06
P -1.34 -3.13 -1.19
C -0.40 0.57 -0.03
C 0.05 -0.09 -0.14
C 0.14 -0.01 0.10
C -0.04 0.08 -0.02
C 0.07 0.02 0.21
C -0.03 -0.01 -0.10
C 0.40 1.40 -0.66
C -0.30 -1.06 1.05
C 0.13 1.27 0.30
C 0.28 -0.50 -0.88
C -0.14 -0.22 0.37
C -0.14 0.51 0.02
C 0.06 -0.12 -0.08
C 0.00 0.00 -0.31
C -0.20 0.01 0.42
C -0.18 0.02 0.06
C 0.08 0.03 -0.50
N -0.15 -0.01 0.50
H -0.09 -0.08 -0.19
H 0.01 -0.03 0.07
H 0.01 -0.04 0.03
H 0.08 0.05 0.09
H 0.01 0.08 0.03
H 0.02 0.07 -0.01
H -0.04 0.07 0.10
H 0.01 0.01 0.13
H -0.05 -0.07 -0.05
H -0.06 -0.13 -0.04
H -0.02 0.02 0.05
H 0.05 -0.01 0.03
H 0.09 0.02 -0.04
H -0.08 0.02 -0.04
H 0.12 -0.08 0.07
O -0.29 -0.24 0.43
N 0.19 0.78 4.11
C -1.27 -0.86 -1.86
C -0.80 0.27 1.35
C 0.29 -0.40 -1.44
C 0.28 0.44 1.31
C 1.80 -0.21 -1.59
H 0.10 0.21 -0.21
H 0.08 -0.06 -0.03
H -0.02 0.06 0.15
H -0.08 0.01 -0.05
H 0.01 0.02 -0.31
C -0.27 -0.12 0.21
O -0.41 -0.26 0.04
C 0.71 0.25 -0.13
C -0.22 0.18 0.37
H -0.02 0.00 -0.14
H -0.03 0.02 0.03
H 0.07 0.04 -0.07
H -0.04 -0.07 -0.08
H 0.04 0.05 -0.02
H -0.05 -0.01 -0.12

## Properties
LUMO (spin up / spin down) in eV: -1.29 / -1.20
Orbital gap (spin up / spin down) in eV: 4.20 / 4.26
Charge: 0
Spin multiplicity: 2
<S²>: 0.77
Energy above the lowest of the compared OMol25 structures with the same formula, charge and spin in kJ/mol: 205.9

Mulliken population analysis, charges in e, atoms 1 to 4: -1.17 -0.86 0.42 -1.55

---

Entry 2:
# CHN3O2

CHN3O2 in the gas phase (ωB97M-V/def2-TZVPD, the OMol25 dataset).

Geometry (Å):
O -0.55578 0.96803 -1.68600
C -0.10207 0.46611 -0.69994
N -0.68470 -0.23420 0.33475
N 0.23610 -0.61673 1.23827
N 1.35429 -0.21171 0.86743
O 1.21664 0.47111 -0.33101
H -1.65073 -0.50262 0.44125

Forces on the atoms, in the same order (eV/Å):
O 0.03 -0.24 0.41
C -0.05 0.08 -0.16
N -0.10 0.06 -0.17
N 0.33 0.12 -0.15
N -0.35 -0.25 0.36
O -0.02 0.15 -0.24
H 0.16 0.09 -0.05

## Properties
LUMO in eV: 0.65
Orbital gap in eV: 11.60
SMILES: O=c1[nH]nno1
Charge: 0
Energy above the lowest of the compared OMol25 structures with the same formula, charge and spin in kJ/mol: 79.5

Mulliken population analysis, charges in e, atoms 1 to 4: -0.51 0.48 0.12 -0.23

---

Entry 3:
# C33H60BF3O21P

6 unconnected molecules or ions with the total composition C33H60BF3O21P in a non-equilibrium geometry (ωB97M-V/def2-TZVPD, the OMol25 dataset).

Geometry (Å):
C 5.06266 -0.59928 -1.96481
C 4.24453 -1.77953 -1.46502
C 5.12055 -2.67577 -0.58134
P 4.13099 -3.69357 0.53652
C 3.78279 -5.33920 -0.25317
O 2.42014 -5.60555 -0.33324
O 2.14059 -6.43505 0.81212
C 2.53650 -2.94696 0.96364
O 2.79160 -1.65866 1.54408
C 1.75883 -1.25466 2.33606
F 1.67361 -2.01510 3.41736
F 1.95973 -0.03044 2.68616
F 0.61468 -1.34387 1.69179
B 5.15135 -3.98605 2.19641
O 6.15247 -3.13714 2.50146
O 4.85859 -5.09708 2.92257
O 3.74086 -2.65383 -2.44552
C 2.76986 -2.10004 -3.34473
C 1.50444 -1.73429 -2.61708
C 0.54465 -2.70414 -2.33157
C -0.59447 -2.36717 -1.60382
C -0.78609 -1.06630 -1.15158
C 0.16228 -0.09104 -1.44949
C 1.30205 -0.42292 -2.17504
H 4.55433 -0.01944 -2.72336
H 5.22008 0.07052 -1.12230
H 6.04362 -0.92375 -2.29885
H 3.44988 -1.39211 -0.82548
H 5.71551 -3.33957 -1.20367
H 5.78826 -2.04946 0.00371
H 4.27764 -6.08333 0.36793
H 4.23619 -5.35933 -1.23866
H 1.16484 -6.42083 0.84480
H 1.92291 -2.84268 0.06920
H 2.01358 -3.60289 1.65504
H 6.06879 -2.78898 3.39836
H 3.93229 -5.19280 3.17640
H 2.55665 -2.90196 -4.04281
H 3.16685 -1.27176 -3.92427
H 0.69701 -3.71522 -2.68060
H -1.31484 -3.14024 -1.38644
H -1.67176 -0.83823 -0.58148
H 0.00477 0.91770 -1.10047
H 2.04661 0.32608 -2.40080
C 0.54443 2.64842 2.17428
C 1.96445 2.98436 1.76042
O 1.97591 3.98817 0.73797
C 1.76404 5.23706 1.16728
O 1.60202 5.57033 2.30980
O 1.77436 6.04075 0.10638
C 1.48880 7.41404 0.41522
H -0.04682 2.37553 1.29746
H 0.52996 1.82075 2.87831
H 0.05868 3.50191 2.64520
H 2.44625 2.11532 1.31494
H 2.56799 3.30178 2.61038
H 2.13840 7.78405 1.20436
H 0.44690 7.52431 0.70908
H 1.66632 7.98466 -0.48912
C -6.99081 0.00207 -3.87389
C -5.69086 -0.77137 -3.86217
O -4.95030 -0.55614 -2.64682
C -5.38665 -1.23147 -1.58721
O -6.29839 -2.01350 -1.56074
O -4.61800 -0.89999 -0.54380
C -5.01329 -1.49971 0.69534
H -6.80494 1.06068 -3.68947
H -7.48171 -0.10468 -4.84063
H -7.66889 -0.35971 -3.10252
H -5.03332 -0.42310 -4.65602
H -5.85642 -1.83843 -4.00608
H -5.09721 -2.58037 0.60113
H -5.95665 -1.07838 1.03560
H -4.23663 -1.25306 1.41429
C -0.70484 -10.24635 3.43220
C 0.53097 -9.46437 3.04860
O 0.22647 -8.40668 2.11418
C -0.32246 -7.32093 2.63751
O -0.54470 -7.10412 3.79581
O -0.55985 -6.45732 1.63085
C -1.19128 -5.23667 2.03524
H -1.21041 -10.61958 2.54135
H -0.43044 -11.09271 4.06024
H -1.40890 -9.62438 3.98306
H 1.23984 -10.10215 2.52578
H 1.03233 -9.04735 3.92113
H -0.63032 -4.75904 2.83673
H -2.21536 -5.41211 2.35543
H -1.19383 -4.59427 1.15757
C -5.34337 2.05340 6.26992
C -6.19695 2.80910 5.27521
O -5.41073 3.35896 4.20413
C -5.04418 2.50049 3.26143
O -5.32426 1.32972 3.20813
O -4.30972 3.15739 2.36176
C -3.80920 2.34261 1.30113
H -4.53629 2.68834 6.63706
H -5.94964 1.73202 7.11625
H -4.89676 1.17171 5.81213
H -6.66247 3.66945 5.75061
H -6.98830 2.18273 4.86544
H -4.61126 1.79083 0.81560
H -3.05844 1.64943 1.68110
H -3.35012 3.02148 0.58822
C 0.36658 10.27087 -6.64854
C 1.61972 10.78928 -5.97771
O 1.76690 10.27151 -4.64456
C 2.21639 9.02389 -4.56259
O 2.53307 8.31417 -5.48103
O 2.27575 8.69022 -3.27026
C 2.70063 7.34887 -3.02759
H -0.50789 10.47611 -6.03006
H 0.23265 10.75279 -7.61656
H 0.42312 9.19460 -6.80506
H 1.56621 11.86876 -5.85434
H 2.51154 10.56130 -6.56016
H 3.64444 7.13659 -3.52482
H 1.93798 6.64555 -3.35932
H 2.83339 7.24745 -1.95817

Forces on the atoms, in the same order (eV/Å):
C 0.03 -0.14 0.35
C 0.39 -0.05 0.27
C -0.43 0.59 0.05
P 0.87 -0.35 -0.23
C 0.07 0.11 0.39
O -0.27 -0.15 -0.14
O 0.21 0.23 0.19
C -0.14 0.39 -0.28
O 0.27 -0.48 -0.10
C 0.33 -0.51 -0.55
F -0.07 -0.53 0.79
F 0.47 1.24 0.44
F -0.97 -0.10 -0.40
B 0.17 -0.50 0.32
O -0.64 0.51 -0.43
O -0.29 0.78 0.41
O 0.01 0.00 -0.27
C -0.46 -0.43 0.20
C -0.06 0.41 0.08
C 0.03 0.37 0.14
C 0.35 -0.08 -0.04
C 0.29 -0.22 -0.25
C -0.07 -0.22 0.08
C -0.26 -0.38 0.09
H -0.04 -0.02 -0.27
H 0.04 0.12 0.11
H 0.05 0.00 -0.35
H -0.31 0.17 -0.22
H 0.13 -0.11 -0.07
H 0.09 -0.09 0.26
H 0.04 -0.18 -0.02
H -0.12 0.16 -0.26
H -0.13 -0.03 -0.17
H -0.05 -0.04 -0.18
H 0.00 -0.20 0.12
H 0.60 -0.29 0.23
H -0.04 -0.57 -0.25
H 0.08 -0.15 -0.12
H 0.18 0.23 0.11
H -0.04 -0.14 -0.04
H -0.21 -0.02 0.01
H -0.14 0.19 0.03
H 0.06 0.16 -0.02
H 0.03 0.18 -0.04
C -0.14 0.20 -0.08
C -0.19 -0.26 0.21
O 0.12 -0.03 -0.07
C 0.07 -0.04 -0.08
O -0.02 0.00 0.04
O -0.02 0.15 0.05
C -0.06 0.23 0.01
H 0.04 -0.09 0.00
H 0.00 0.00 0.04
H 0.08 0.02 0.03
H 0.02 0.08 -0.15
H -0.05 0.14 -0.01
H -0.01 -0.10 0.07
H 0.01 -0.04 0.09
H -0.04 -0.07 -0.07
C -0.02 0.05 0.22
C -0.16 -0.01 -0.35
O 0.06 0.01 0.03
C 0.05 0.02 -0.06
O -0.02 -0.03 0.02
O 0.10 -0.01 0.07
C 0.04 0.00 0.22
H 0.02 0.01 -0.09
H 0.02 0.00 -0.02
H 0.00 -0.07 -0.03
H 0.10 0.04 0.09
H -0.03 -0.02 0.13
H -0.07 0.01 -0.09
H -0.04 -0.05 -0.02
H 0.01 0.09 -0.05
C -0.18 0.18 -0.09
C 0.12 -0.42 0.25
O -0.03 0.15 -0.10
C 0.06 -0.29 0.30
O -0.05 0.07 -0.06
O 0.03 0.09 -0.15
C -0.01 0.38 -0.09
H 0.06 -0.07 0.00
H 0.04 -0.01 -0.01
H 0.04 0.01 0.06
H -0.01 0.10 -0.13
H -0.08 0.12 -0.01
H -0.04 -0.07 0.07
H 0.04 -0.11 0.07
H 0.01 -0.08 -0.05
C 0.19 -0.03 -0.11
C -0.21 -0.08 0.29
O 0.02 0.03 -0.03
C -0.02 0.08 -0.03
O 0.01 -0.13 0.00
O 0.04 0.01 -0.02
C 0.05 0.02 -0.14
H -0.06 0.04 0.06
H -0.02 0.02 0.01
H -0.06 -0.03 -0.02
H 0.06 0.09 -0.09
H 0.08 -0.05 -0.09
H 0.00 -0.04 0.04
H -0.05 -0.06 0.01
H -0.01 0.06 0.06
C -0.05 -0.18 0.13
C -0.06 0.18 -0.31
O -0.01 0.00 0.06
C 0.06 0.09 0.01
O -0.02 -0.05 -0.02
O 0.00 -0.02 0.10
C 0.08 -0.20 -0.02
H 0.00 0.09 -0.03
H 0.01 0.03 0.00
H 0.06 0.01 -0.04
H 0.01 -0.01 0.14
H 0.01 -0.12 0.05
H -0.04 0.03 -0.12
H 0.04 -0.01 -0.08
H 0.01 0.08 0.03

## Properties
LUMO in eV: -3.28
Orbital gap in eV: 8.70
Charge: +1
Energy above the lowest of the compared OMol25 structures with the same formula, charge and spin in kJ/mol: 21.0

Mulliken population analysis, charges in e, atoms 1 to 4: -1.80 1.40 -1.62 0.84

---

Entry 4:
# C2H3N3O2S

C2H3N3O2S in the gas phase in a non-equilibrium geometry (ωB97M-V/def2-TZVPD, the OMol25 dataset).

Geometry (Å):
O 2.38337 -0.47742 0.47698
N 1.75393 0.51291 -0.29885
C 0.37149 0.30566 -0.37943
N -0.41907 1.30357 -0.23018
O -1.80182 0.92684 -0.30968
C -2.22230 -0.18392 0.26788
N -1.64847 -1.33267 0.29063
S -0.12784 -1.42301 -0.55435
H 2.95451 -0.93339 -0.20908
H 1.95176 1.44231 0.17876
H -3.19556 -0.14089 0.76731

Forces on the atoms, in the same order (eV/Å):
O 1.22 -0.86 -1.42
N -0.09 1.96 0.62
C -0.30 -0.80 0.52
N 0.45 -1.07 0.33
O -0.44 1.29 -0.77
C 0.47 -2.30 0.51
N 0.27 1.02 -0.33
S -0.65 1.19 0.36
H -0.80 0.64 1.38
H -0.37 -1.48 -0.94
H 0.23 0.42 -0.26

## Properties
LUMO in eV: 0.51
Orbital gap in eV: 9.37
SMILES: ONC1=NOC=NS1
Charge: 0
Energy above the lowest of the compared OMol25 structures with the same formula, charge and spin in kJ/mol: 370.0

Mulliken population analysis, charges in e, atoms 1 to 4: -0.40 -0.22 0.41 -0.41